No. 1
82
Properties=species:S:1:pos:R:3:mulliken_charge:R:1 method="wB97M-V/def2-TZVPD" homo_energy_ev="-6.2 / -6.4" spin_multiplicity=5 s_squared=6.0415
Fe -1.172 0.200 0.159 0.33
C -4.077 -0.807 2.228 -1.38
C -3.386 -0.727 0.886 1.53
O -2.272 -1.337 0.766 -0.70
C -4.061 -0.105 -0.178 -2.05
C -3.445 0.139 -1.425 1.44
C -4.228 0.470 -2.660 -1.51
N -2.129 0.096 -1.481 1.08
N -1.493 0.231 -2.683 -1.25
C -0.200 0.125 -2.522 -0.16
O 0.343 -0.107 -1.362 0.72
C 0.642 0.298 -3.729 0.20
C 0.155 1.005 -4.831 -0.58
C 0.942 1.165 -5.959 -0.72
C 2.221 0.625 -6.002 -0.37
C 2.710 -0.078 -4.911 -0.85
C 1.927 -0.234 -3.777 0.12
H -3.434 -0.341 2.977 0.23
H -4.214 -1.852 2.509 0.32
H -5.038 -0.295 2.222 0.41
H -5.105 0.144 -0.050 0.32
H -5.292 0.539 -2.444 0.42
H -4.056 -0.296 -3.417 0.31
H -3.871 1.414 -3.075 0.30
H -0.842 1.418 -4.778 0.48
H 0.559 1.718 -6.808 0.39
H 2.832 0.754 -6.887 0.38
H 3.705 -0.506 -4.950 0.42
H 2.293 -0.791 -2.924 0.26
O -1.959 1.533 1.873 -0.50
N -0.759 0.826 1.971 0.74
C 0.291 1.458 2.394 -0.75
C 1.545 0.774 2.546 0.50
C 2.587 1.425 3.229 -1.05
C 3.753 0.768 3.546 -0.79
C 3.917 -0.570 3.200 -0.94
C 2.925 -1.213 2.479 -0.64
C 1.758 -0.556 2.100 0.66
P 0.499 -1.424 1.085 2.03
C 0.065 -2.711 2.323 1.09
C -0.632 -2.284 3.455 -0.48
C -0.949 -3.172 4.468 -0.86
C -0.579 -4.506 4.368 -0.59
C 0.116 -4.939 3.250 -0.75
C 0.437 -4.050 2.233 -0.54
C 1.428 -2.407 -0.145 0.49
C 0.645 -3.283 -0.901 -0.71
C 1.205 -4.028 -1.923 -0.82
C 2.562 -3.916 -2.202 -0.58
C 3.343 -3.040 -1.465 -0.84
C 2.777 -2.274 -0.454 -0.83
H -1.815 2.424 1.485 0.37
H 0.208 2.507 2.679 0.27
H 2.443 2.456 3.534 0.46
H 4.540 1.287 4.077 0.41
H 4.819 -1.099 3.481 0.44
H 3.057 -2.251 2.198 0.67
H -0.922 -1.243 3.528 0.16
H -1.486 -2.828 5.344 0.44
H -0.826 -5.204 5.157 0.39
H 0.423 -5.974 3.169 0.43
H 0.985 -4.408 1.373 0.34
H -0.416 -3.354 -0.682 0.57
H 0.588 -4.699 -2.507 0.44
H 3.005 -4.498 -3.000 0.38
H 4.401 -2.949 -1.680 0.39
H 3.392 -1.567 0.089 0.45
C -1.682 6.206 1.312 -1.00
C -1.710 5.756 -0.155 -0.55
C -0.909 4.512 -0.354 0.30
N -1.330 3.322 -0.133 -1.32
N -0.406 2.329 -0.316 0.74
C 0.772 2.798 -0.671 0.10
N 1.867 2.055 -0.858 -0.17
S 0.779 4.545 -0.826 -0.23
H -2.276 7.110 1.442 0.36
H -0.660 6.418 1.630 0.31
H -2.093 5.428 1.955 0.26
H -1.309 6.547 -0.788 0.35
H -2.736 5.552 -0.461 0.26
H 1.633 1.063 -1.062 -0.21
H 2.670 2.482 -1.284 0.27

---

No. 2
89
Properties=species:S:1:pos:R:3:mulliken_charge:R:1 method="wB97M-V/def2-TZVPD" homo_energy_ev="-9.3 / -10.5" total_charge=+1 spin_multiplicity=3 s_squared=2.1060
W 0.088 0.055 0.777 0.84
C -3.739 -2.742 4.628 -0.99
C -4.000 -1.275 4.331 -0.42
N -3.768 -0.924 2.930 -0.07
C -2.561 -0.737 2.402 0.58
S -2.431 -0.227 0.746 -0.54
N -1.490 -0.974 3.159 -1.27
N -0.406 -0.566 2.519 1.32
C 0.887 -0.977 2.702 1.51
C 1.129 -2.351 3.252 -1.78
C 1.812 0.153 2.963 -0.16
C 2.814 0.264 3.912 -0.72
C 3.538 1.448 3.935 -0.43
C 3.247 2.461 3.029 -1.01
C 2.243 2.262 2.099 -0.12
N 1.563 1.121 2.078 0.24
H -3.909 -2.938 5.686 0.38
H -2.708 -3.004 4.396 0.22
H -4.410 -3.383 4.055 0.28
H -3.368 -0.635 4.948 0.24
H -5.038 -1.019 4.542 0.44
H -4.561 -0.768 2.330 0.29
H 0.412 -3.056 2.838 0.22
H 0.995 -2.335 4.338 0.45
H 2.135 -2.699 3.029 0.32
H 3.011 -0.540 4.608 0.54
H 4.323 1.587 4.666 0.47
H 3.798 3.390 3.034 0.44
H 1.984 3.005 1.356 0.46
Br -5.375 4.326 -7.229 -0.16
C -3.930 4.840 -6.128 0.13
C -2.672 5.024 -6.692 -0.44
C -1.614 5.376 -5.882 -0.13
C -1.799 5.529 -4.498 0.35
C -3.083 5.376 -3.952 -0.44
C -4.142 5.031 -4.768 -0.60
N -0.670 5.794 -3.749 -0.71
N -0.818 5.906 -2.460 -0.35
C -0.664 4.897 -1.602 -0.06
C -0.915 5.186 -0.243 -0.66
C -0.928 4.211 0.738 -0.80
C -0.676 2.883 0.405 0.51
O -0.693 1.895 1.273 -0.69
C -0.331 2.569 -0.934 0.48
N -0.002 1.258 -1.138 -0.13
C 0.371 0.886 -2.355 -0.01
C 0.464 1.784 -3.415 -1.57
C 0.146 3.108 -3.216 -0.56
C -0.293 3.538 -1.954 0.42
H -2.532 4.898 -7.757 0.42
H -0.627 5.536 -6.295 0.47
H -3.244 5.546 -2.896 0.44
H -5.136 4.919 -4.357 0.42
H -1.138 6.214 0.007 0.50
H -1.158 4.461 1.764 0.55
H 0.629 -0.155 -2.488 0.76
H 0.803 1.427 -4.377 0.45
H 0.252 3.823 -4.019 0.74
O 6.774 -5.195 1.437 -0.48
C 5.738 -5.261 0.576 0.61
O 5.510 -6.272 -0.024 -0.54
C 4.903 -4.026 0.417 0.81
C 4.799 -3.038 1.388 -0.89
C 3.975 -1.941 1.187 -0.82
C 3.232 -1.820 0.020 0.47
S 2.273 -0.370 -0.341 -0.38
C 3.373 -2.793 -0.970 -1.02
C 4.186 -3.890 -0.769 -0.69
H 6.900 -4.292 1.753 0.32
H 5.338 -3.115 2.326 0.31
H 3.928 -1.165 1.937 0.70
H 2.832 -2.678 -1.900 0.64
H 4.283 -4.659 -1.523 0.48
C -2.063 -1.431 -2.352 -0.58
O -1.716 -2.387 -1.345 -0.34
P -0.574 -2.222 -0.244 0.26
O 0.653 -3.039 -0.821 0.30
C 0.534 -4.436 -1.157 -0.87
O -1.120 -3.174 0.908 -0.11
C -2.425 -3.773 0.972 -0.81
H -3.097 -1.625 -2.624 0.31
H -1.422 -1.564 -3.223 0.25
H -1.977 -0.413 -1.974 0.23
H 1.435 -4.699 -1.703 0.31
H -0.343 -4.605 -1.780 0.33
H 0.474 -5.025 -0.244 0.27
H -3.181 -3.079 0.610 0.36
H -2.601 -4.009 2.018 0.21
H -2.441 -4.683 0.376 0.28

---

No. 3
87
Properties=species:S:1:pos:R:3:mulliken_charge:R:1 method="wB97M-V/def2-TZVPD" homo_energy_ev=-7.0
Ca -0.937 0.501 -1.108 1.68
C -4.479 3.314 -0.437 -1.57
C -3.312 2.336 -0.526 -0.24
N -2.786 2.050 -1.878 1.62
C -3.828 1.495 -2.750 -1.08
C -3.260 0.766 -3.959 -1.49
C -2.145 3.228 -2.497 -1.53
C -0.784 3.552 -1.901 -1.00
N 0.082 2.403 -2.099 -0.67
C 1.393 2.528 -1.870 0.50
C 2.249 1.468 -2.270 0.21
F 1.675 0.389 -2.869 -0.54
C 3.612 1.490 -2.123 0.23
F 4.323 0.428 -2.588 -0.51
C 4.278 2.539 -1.517 -0.72
C 3.471 3.582 -1.090 0.15
F 4.043 4.633 -0.480 -0.35
C 2.103 3.592 -1.250 0.81
F 1.432 4.658 -0.762 -0.38
H -4.759 3.433 0.610 0.46
H -5.355 2.953 -0.976 0.31
H -4.220 4.301 -0.819 0.32
H -3.616 1.378 -0.091 0.10
H -2.484 2.705 0.085 0.22
H -4.514 2.282 -3.090 0.32
H -4.419 0.800 -2.148 0.72
H -2.781 1.441 -4.665 0.44
H -4.057 0.244 -4.490 0.45
H -2.512 0.024 -3.663 0.15
H -2.806 4.101 -2.441 0.35
H -1.989 3.001 -3.550 0.41
H -0.890 3.839 -0.847 0.35
H -0.414 4.445 -2.419 0.59
H 5.353 2.568 -1.427 0.65
C 4.654 -1.522 3.977 -1.73
C 3.365 -0.934 3.478 0.81
C 3.233 0.441 3.291 -0.87
C 2.051 0.990 2.828 -0.69
C 0.980 0.153 2.539 0.34
C 1.085 -1.216 2.716 -0.06
C 2.275 -1.751 3.189 -0.58
S -0.493 0.879 1.889 0.88
O -0.021 1.728 0.780 -0.04
O -1.200 1.545 2.951 -0.74
N -1.290 -0.244 1.134 1.15
C -2.294 -1.031 1.638 -0.71
C -2.537 -1.312 2.967 -0.83
C -3.578 -2.178 3.349 -0.96
C -4.382 -2.778 2.424 -1.01
C -4.182 -2.504 1.051 1.03
C -4.983 -3.080 0.041 -0.87
C -4.759 -2.764 -1.266 -1.15
C -3.732 -1.849 -1.566 -0.58
N -2.958 -1.290 -0.666 0.59
C -3.155 -1.618 0.649 0.16
H 4.637 -1.622 5.064 0.43
H 5.494 -0.882 3.707 0.33
H 4.818 -2.506 3.540 0.32
H 4.080 1.085 3.491 0.40
H 1.963 2.057 2.667 0.50
H 0.253 -1.863 2.464 0.19
H 2.375 -2.823 3.306 0.29
H -1.919 -0.850 3.725 0.55
H -3.730 -2.372 4.403 0.39
H -5.175 -3.454 2.716 0.41
H -5.770 -3.768 0.324 0.42
H -5.351 -3.187 -2.065 0.46
H -3.556 -1.574 -2.601 0.53
O 5.708 0.147 1.111 -0.45
C 5.765 -0.915 0.184 -0.74
N 4.460 -1.348 -0.248 0.16
C 3.819 -2.418 0.288 0.33
O 4.314 -3.174 1.104 -0.68
C 2.419 -2.628 -0.207 0.52
C 1.877 -3.905 -0.200 -0.56
C 0.577 -4.075 -0.642 -1.09
C -0.135 -2.963 -1.062 -0.37
N 0.367 -1.728 -1.055 0.03
C 1.621 -1.575 -0.624 -0.70
H 5.241 0.885 0.700 0.33
H 6.255 -1.742 0.691 0.38
H 6.336 -0.632 -0.703 0.36
H 4.077 -0.911 -1.071 0.13
H 2.481 -4.730 0.153 0.54
H 0.111 -5.050 -0.662 0.45
H -1.157 -3.064 -1.406 0.53
H 1.996 -0.557 -0.579 0.54

---

No. 4
82
Properties=species:S:1:pos:R:3:mulliken_charge:R:1 method="wB97M-V/def2-TZVPD" homo_energy_ev="-12.8 / -13.2" total_charge=+2 spin_multiplicity=3 s_squared=2.0203
Mo -0.181 0.227 -0.252 -1.23
O 2.405 3.382 0.653 -0.63
C 1.461 2.630 0.650 -0.42
N 1.481 1.286 0.372 1.43
C 2.747 0.657 0.259 0.24
C 3.898 0.992 0.966 -0.62
C 5.033 0.222 0.774 -0.93
C 5.023 -0.853 -0.110 -0.83
C 3.876 -1.191 -0.808 -0.54
C 2.731 -0.427 -0.604 -0.22
N 1.442 -0.691 -1.129 1.17
C 1.367 -1.309 -2.354 -0.63
O 2.273 -1.507 -3.125 -0.64
C -0.008 -1.812 -2.622 0.65
C -0.249 -2.614 -3.721 -0.91
C -1.502 -3.181 -3.865 -0.58
C -2.452 -2.920 -2.890 -1.27
C -2.137 -2.076 -1.843 -0.13
N -0.930 -1.505 -1.699 0.85
C 0.094 3.092 1.011 0.39
C -0.094 4.380 1.477 -0.90
C -1.348 4.745 1.929 -0.56
C -2.353 3.791 1.899 -1.09
C -2.085 2.536 1.387 -0.16
N -0.875 2.169 0.928 1.04
H 3.915 1.839 1.634 0.58
H 5.938 0.470 1.311 0.45
H 5.923 -1.436 -0.255 0.47
H 3.874 -2.026 -1.489 0.56
H 0.562 -2.784 -4.415 0.61
H -1.729 -3.825 -4.704 0.48
H -3.437 -3.364 -2.930 0.52
H -2.883 -1.877 -1.092 0.62
H 0.757 5.046 1.484 0.61
H -1.535 5.739 2.311 0.48
H -3.346 4.006 2.267 0.53
H -2.876 1.807 1.370 0.49
C 1.531 2.853 -5.109 -0.54
C 0.161 2.704 -5.318 -0.69
C -0.649 2.232 -4.307 -0.88
C -0.069 1.902 -3.077 0.51
C 1.302 2.035 -2.865 -0.18
C 2.099 2.522 -3.888 -1.25
N -0.872 1.394 -2.017 1.79
N -2.107 1.530 -2.167 -1.20
C -2.918 0.925 -1.185 -0.20
C -4.287 1.084 -1.321 -0.57
C -5.116 0.468 -0.395 -0.93
C -4.551 -0.287 0.624 -0.52
C -3.173 -0.396 0.693 -0.90
N -2.366 0.203 -0.192 2.06
H 2.157 3.224 -5.910 0.45
H -0.269 2.954 -6.278 0.43
H -1.709 2.107 -4.464 0.48
H 1.746 1.773 -1.918 1.10
H 3.161 2.636 -3.727 0.48
H -4.673 1.673 -2.141 0.62
H -6.190 0.573 -0.472 0.48
H -5.163 -0.788 1.360 0.53
H -2.690 -0.978 1.465 -0.12
C -1.415 -3.712 1.683 -1.03
C -1.122 -2.686 2.772 -1.02
Sb 0.293 -1.227 2.124 1.14
C 0.456 0.116 3.770 -0.61
C 0.259 -0.518 5.141 -1.20
C 2.083 -2.376 2.072 -0.19
C 2.399 -3.098 3.376 -1.30
H -2.126 -4.461 2.029 0.42
H -0.510 -4.239 1.378 0.33
H -1.834 -3.244 0.787 0.09
H -0.690 -3.154 3.657 0.63
H -2.028 -2.181 3.114 0.61
H -0.282 0.901 3.589 0.32
H 1.438 0.587 3.676 0.44
H -0.709 -1.014 5.224 0.28
H 0.298 0.244 5.919 0.43
H 1.029 -1.255 5.365 0.23
H 2.887 -1.697 1.788 0.14
H 1.953 -3.073 1.242 0.47
H 2.662 -2.397 4.167 0.29
H 3.254 -3.759 3.233 0.41
H 1.572 -3.715 3.730 0.34

---

No. 5
82
Properties=species:S:1:pos:R:3:mulliken_charge:R:1 method="wB97M-V/def2-TZVPD" homo_energy_ev=-10.7 total_charge=+1
Zr -0.348 0.193 -0.827 -0.99
C -2.653 -2.280 -1.218 -1.50
N -2.530 -0.917 -0.666 0.48
C -2.989 -0.967 0.739 -1.46
C -3.411 -0.007 -1.447 -0.77
C -3.235 1.407 -0.972 0.41
C -4.288 2.308 -1.011 -1.06
C -4.083 3.613 -0.584 -0.68
C -2.831 4.002 -0.132 -0.98
C -1.784 3.088 -0.106 -0.47
C -1.958 1.761 -0.514 1.68
H -3.684 -2.630 -1.110 0.44
H -1.982 -2.953 -0.687 0.36
H -2.378 -2.282 -2.269 0.41
H -4.010 -1.361 0.780 0.39
H -2.979 0.029 1.175 0.39
H -2.334 -1.625 1.308 0.45
H -4.453 -0.342 -1.379 0.48
H -3.117 -0.107 -2.498 0.40
H -5.263 1.999 -1.369 0.47
H -4.899 4.324 -0.605 0.40
H -2.668 5.021 0.196 0.48
H -0.815 3.437 0.230 0.43
C -1.875 1.682 4.463 -1.77
C -0.776 0.942 5.225 1.81
C -1.431 0.135 6.354 -1.76
C 0.183 1.976 5.829 -1.56
C 0.015 0.000 4.319 -0.28
C 1.060 -0.772 4.872 -0.22
C 1.820 -1.638 4.117 -1.55
C 1.535 -1.739 2.757 0.86
S 2.297 -2.712 1.536 -0.44
C 1.221 -2.081 0.361 0.96
N 0.359 -1.195 0.823 1.04
C 0.512 -0.990 2.192 -1.37
C -0.252 -0.121 2.969 0.43
C 1.190 -2.481 -1.048 0.63
C 2.048 -3.478 -1.516 -1.10
C 1.953 -3.867 -2.839 -0.96
C 1.028 -3.241 -3.673 -0.89
C 0.218 -2.220 -3.190 0.03
C 0.259 -1.811 -1.857 0.92
H -2.398 2.355 5.143 0.45
H -2.616 0.995 4.047 0.35
H -1.480 2.291 3.645 0.32
H -2.006 0.799 7.001 0.47
H -0.690 -0.371 6.973 0.34
H -2.109 -0.621 5.954 0.38
H -0.368 2.660 6.477 0.47
H 0.671 2.569 5.052 0.25
H 0.964 1.508 6.428 0.35
H 1.275 -0.689 5.929 0.48
H 2.612 -2.217 4.572 0.42
H -1.041 0.458 2.508 0.55
H 2.766 -3.958 -0.860 0.44
H 2.595 -4.648 -3.224 0.45
H 0.955 -3.543 -4.711 0.49
H -0.451 -1.727 -3.891 0.46
N 4.044 -2.259 -6.609 -0.53
C 3.478 -1.413 -5.695 1.03
C 2.364 -0.633 -6.050 -0.77
C 1.760 0.182 -5.122 -0.97
C 2.261 0.224 -3.820 0.44
C 3.366 -0.526 -3.452 -0.41
C 3.969 -1.343 -4.387 -0.84
S 1.482 1.313 -2.739 1.30
O 0.003 0.973 -2.817 -0.64
O 1.783 2.681 -3.007 -0.65
N 1.817 0.799 -1.263 0.02
C 1.905 1.730 -0.233 -0.17
S 3.030 2.976 0.040 -0.12
C 2.174 3.402 1.471 -0.64
C 1.120 2.577 1.659 -0.96
N 0.967 1.620 0.686 0.65
H 3.824 -2.133 -7.581 0.21
H 4.955 -2.639 -6.421 0.21
H 1.979 -0.677 -7.061 0.36
H 0.900 0.776 -5.403 0.54
H 3.738 -0.491 -2.437 0.48
H 4.823 -1.944 -4.102 0.33
H 2.485 4.225 2.091 0.49
H 0.424 2.613 2.483 0.45